Here is a molecular structure, C45H46INNbO23S at a distorted geometry from the OMol25 dataset. Energies are from ωB97M-V/def2-TZVPD.

Properties
Kohn-Sham gap = 4.622 eV
Lowest unoccupied orbital energy = -0.39 eV
E_HOMO = -5.009 eV
E = -116474.54598 eV
Net charge = -1

Element x y z (Å)
C  0.580  2.833  4.025
C  0.098  3.396  2.715
N  0.649  4.498  2.352
C  -0.995  2.804  1.832
Nb  -0.485  0.761  0.885
I  -0.588  -0.514  3.428
C  -0.661  1.680  -1.138
C  -0.790  0.723  -2.346
C  0.253  -0.404  -2.439
C  0.680  -0.728  -3.888
S  2.332  -0.186  -4.235
O  2.392  1.240  -4.384
O  3.211  -0.699  -3.226
O  2.777  -0.894  -5.598
C  1.758  1.007  1.043
C  2.552  1.698  -0.116
C  2.812  3.175  0.094
C  2.203  4.181  -0.643
C  2.504  5.531  -0.441
C  3.438  5.873  0.524
C  4.059  4.881  1.273
C  3.751  3.546  1.062
H  0.793  3.695  4.666
H  1.513  2.277  3.946
H  -0.178  2.256  4.553
H  0.227  4.802  1.477
H  -1.867  2.612  2.474
H  -1.336  3.497  1.058
H  -2.295  0.443  0.787
H  -0.257  -0.932  0.215
H  -1.607  2.238  -1.104
H  0.111  2.417  -1.366
H  -1.800  0.316  -2.439
H  -0.656  1.340  -3.250
H  -0.207  -1.314  -2.055
H  1.146  -0.253  -1.831
H  -0.018  -0.357  -4.641
H  0.713  -1.817  -3.991
H  2.646  -0.229  -6.296
H  2.095  1.487  1.969
H  2.165  -0.015  1.106
H  3.559  1.257  -0.096
H  2.180  1.497  -1.122
H  1.492  3.952  -1.430
H  1.993  6.267  -1.049
H  3.696  6.917  0.669
H  4.809  5.133  2.015
H  4.263  2.777  1.632
C  0.092  5.076  -7.381
C  0.891  4.058  -7.024
C  0.542  2.632  -7.347
O  1.327  1.768  -7.011
C  -0.709  2.365  -8.035
C  -1.506  3.382  -8.387
C  -1.144  4.812  -8.091
O  -1.912  5.683  -8.459
O  -2.663  3.203  -9.018
O  2.028  4.238  -6.367
H  0.332  6.105  -7.157
H  -0.958  1.334  -8.246
H  -3.032  4.098  -9.151
H  2.408  3.348  -6.220
C  3.299  -4.074  -2.515
C  4.134  -4.604  -3.419
C  4.594  -6.032  -3.333
O  5.341  -6.453  -4.201
C  4.131  -6.840  -2.218
C  3.296  -6.311  -1.312
C  2.814  -4.889  -1.414
O  2.042  -4.489  -0.566
O  2.839  -6.999  -0.273
O  4.611  -3.911  -4.450
H  2.969  -3.044  -2.580
H  4.482  -7.860  -2.157
H  2.262  -6.375  0.215
H  5.184  -4.529  -4.942
C  -4.493  1.536  4.886
C  -5.217  1.034  5.888
C  -6.314  0.041  5.643
O  -6.927  -0.394  6.604
C  -6.592  -0.350  4.268
C  -5.862  0.160  3.262
C  -4.751  1.136  3.516
O  -4.113  1.563  2.580
O  -6.065  -0.155  1.989
O  -5.001  1.387  7.161
H  -3.697  2.250  5.048
H  -7.394  -1.055  4.101
H  -5.395  0.346  1.480
H  -5.649  0.888  7.691
C  2.815  -11.152  -0.119
C  1.855  -10.382  -0.654
C  0.511  -10.944  -1.034
O  -0.320  -10.187  -1.498
C  0.277  -12.365  -0.832
C  1.238  -13.131  -0.301
C  2.571  -12.564  0.103
O  3.388  -13.322  0.597
O  1.085  -14.436  -0.093
O  2.026  -9.085  -0.879
H  3.782  -10.760  0.160
H  -0.685  -12.762  -1.124
H  1.926  -14.741  0.299
H  1.184  -8.773  -1.266
C  -3.898  4.820  6.603
C  -2.937  5.352  5.832
C  -2.360  6.712  6.115
O  -1.480  7.134  5.394
C  -2.898  7.460  7.247
C  -3.860  6.924  8.007
C  -4.416  5.553  7.739
O  -5.278  5.128  8.489
O  -4.391  7.561  9.052
O  -2.450  4.702  4.781
H  -4.310  3.842  6.406
H  -2.492  8.443  7.434
H  -5.057  6.948  9.420
H  -1.767  5.282  4.387

Force components x, y, z for each atom (eV/Å):
-0.454 0.458 0.615
-0.471 0.832 -1.599
0.072 0.081 0.469
-0.120 -0.913 1.384
1.203 1.348 0.798
-0.132 -0.053 -0.344
-0.747 -0.848 -0.137
0.673 0.735 -0.486
-0.375 -0.279 -0.286
-0.123 -0.781 -0.036
1.135 0.863 1.499
-0.548 0.053 -0.720
-0.351 -0.813 -0.197
-0.550 0.420 -0.104
0.318 -0.099 -0.867
0.739 -0.092 0.440
-0.092 -0.200 0.050
-0.099 0.383 -0.259
0.083 -0.672 0.207
-0.014 0.368 -0.137
0.055 -0.238 -0.027
-0.105 0.318 -0.176
0.134 0.003 -0.147
-0.191 -0.231 -0.174
0.113 -0.288 -0.243
0.187 0.026 -0.083
0.027 -0.171 -0.112
0.303 0.146 0.051
-0.153 -0.292 -0.335
-0.509 -0.046 -0.070
0.100 0.047 0.201
0.175 -0.109 0.347
0.068 -0.132 0.277
-0.066 -0.022 0.049
0.175 0.023 0.143
-0.130 0.215 0.066
0.197 0.205 -0.026
0.183 0.067 -0.199
-0.055 -0.100 -0.070
-0.313 -0.032 0.082
-0.207 -0.009 0.088
-0.082 -0.075 -0.223
-0.233 0.117 0.092
0.041 -0.218 0.092
0.130 0.124 0.091
-0.011 -0.065 0.104
-0.080 0.105 -0.019
-0.074 0.003 0.002
-0.150 0.065 -0.110
0.129 0.425 0.155
-0.329 -0.190 -0.142
0.225 -0.092 -0.102
0.127 -0.104 0.072
-0.072 -0.396 -0.046
0.333 0.314 0.232
-0.200 -0.195 -0.127
0.071 0.290 0.035
-0.091 -0.363 -0.183
0.026 -0.012 0.022
-0.027 0.010 -0.012
-0.020 0.017 -0.006
0.003 0.014 0.201
-0.116 0.066 -0.002
-0.149 0.330 0.068
-0.015 -0.329 0.221
0.009 0.214 -0.116
0.080 -0.037 -0.147
0.228 -0.374 0.016
0.019 0.460 -0.246
-0.024 -0.288 0.142
0.159 1.387 0.285
0.083 -0.300 -0.012
0.066 0.023 0.048
-0.016 -0.004 0.026
0.061 0.051 0.045
0.015 0.007 -0.023
0.173 0.155 0.051
0.298 0.222 0.034
-0.190 -0.221 -0.312
0.111 0.152 0.156
0.006 0.058 0.167
-0.333 -0.356 -0.003
0.333 0.238 0.315
-0.381 -0.056 -0.383
0.218 0.265 0.028
-0.322 -0.282 -0.033
0.081 -0.083 -0.047
0.016 -0.013 -0.020
0.084 -0.100 -0.029
-0.001 0.010 0.016
0.062 -0.152 0.051
0.365 0.134 0.053
-0.244 -0.364 -0.002
0.171 0.206 -0.007
-0.081 0.121 -0.056
-0.373 -0.114 -0.125
0.286 0.389 0.029
-0.170 -0.237 -0.037
0.269 0.098 0.087
-0.681 -1.350 -0.356
-0.017 0.035 0.000
0.004 -0.017 0.017
0.010 -0.016 0.020
0.019 0.116 0.010
-0.150 -0.003 0.156
-0.209 -0.516 -0.129
-0.006 0.325 0.214
-0.032 -0.173 -0.136
0.068 -0.017 -0.083
0.206 0.372 0.016
0.055 -0.361 -0.284
-0.026 0.271 0.161
-0.123 -0.244 -0.020
0.192 0.582 0.179
-0.029 0.003 0.059
-0.002 -0.004 0.017
-0.005 -0.025 0.010
0.099 -0.202 -0.146

Here is 10 unconnected molecules or ions with the total composition ClH18O9 from the OMol25 dataset. Energies are from ωB97M-V/def2-TZVPD.

Properties
Kohn-Sham gap (spin up / spin down) = 10.531 / 4.100 eV
Lowest unoccupied orbital energy (spin up / spin down) = -0.61 / -7.00 eV
E_HOMO (spin up / spin down) = -11.139 / -11.102 eV
Spin multiplicity = 2
Energy above the lowest of the compared OMol25 structures with the same formula, charge and spin = 47.2 kJ/mol
E = -31239.05474 eV
Net charge = 0

Element x y z (Å)
Cl  0.258  -0.276  -0.431
O  1.880  -3.041  -0.477
H  1.627  -2.119  -0.423
H  1.056  -3.509  -0.607
O  -2.563  1.327  -1.216
H  -2.011  0.546  -1.218
H  -3.142  1.214  -1.970
O  -2.417  -2.471  -0.414
H  -1.569  -2.035  -0.332
H  -2.208  -3.339  -0.760
O  -0.389  2.450  1.166
H  -0.427  1.773  0.490
H  0.350  2.197  1.719
O  0.964  1.660  -3.267
H  1.188  1.321  -4.134
H  0.647  0.895  -2.786
O  2.294  0.055  2.000
H  1.618  0.050  1.322
H  2.995  0.595  1.637
O  3.249  1.889  -1.145
H  2.432  1.455  -1.391
H  3.168  2.038  -0.203
O  -2.765  -0.417  1.466
H  -2.305  0.271  0.984
H  -2.555  -1.223  0.993
O  -0.389  -0.295  3.358
H  0.068  -0.080  2.545
H  -1.055  -0.931  3.098

Force components x, y, z for each atom (eV/Å):
-0.221 -0.015 -0.173
0.124 -0.111 -0.184
0.209 0.252 0.246
-0.179 -0.307 -0.003
0.293 0.192 0.314
-0.067 -0.276 -0.253
-0.235 0.019 -0.177
-0.065 0.094 -0.094
0.395 0.008 -0.157
-0.098 -0.352 -0.047
-0.103 -0.010 0.057
-0.190 0.125 -0.569
0.282 0.049 0.477
0.031 0.108 0.265
0.141 -0.024 -0.290
-0.256 -0.163 -0.005
-0.111 0.074 0.265
0.165 -0.119 -0.201
0.350 0.080 -0.045
0.275 -0.160 0.125
-0.244 0.126 -0.386
0.049 0.236 0.198
0.308 -0.050 0.396
-0.233 0.596 -0.008
-0.516 -0.413 -0.080
0.241 0.004 0.276
0.104 0.021 0.128
-0.448 0.015 -0.073

Here is 11 unconnected molecules or ions with the total composition H22O11 from the OMol25 dataset. Energies are from ωB97M-V/def2-TZVPD.

Properties
Kohn-Sham gap = 10.951 eV
Lowest unoccupied orbital energy = 0.06 eV
E_HOMO = -10.893 eV
Structure (SMILES) = O.O.O.O.O.O.O.O.O.O.O
Energy above the lowest of the compared OMol25 structures with the same formula, charge and spin = 137.8 kJ/mol
E = -22880.08578 eV
Net charge = 0

Element x y z (Å)
O  0.944  -0.443  3.420
H  1.265  -1.331  3.602
H  0.877  -0.390  2.457
O  -1.864  0.992  -2.163
H  -2.785  1.023  -1.869
H  -1.759  0.108  -2.549
O  2.238  -2.494  0.564
H  1.955  -3.389  0.342
H  2.419  -2.529  1.513
O  3.845  -0.254  1.457
H  4.479  -0.978  1.488
H  3.104  -0.608  0.952
O  -1.750  -1.591  2.105
H  -2.352  -2.132  1.585
H  -1.208  -1.095  1.461
O  2.638  -0.293  -2.168
H  2.161  0.535  -1.958
H  2.914  -0.196  -3.084
O  -0.076  -0.135  0.264
H  -0.590  0.471  -0.291
H  0.819  -0.105  -0.103
O  -1.921  -2.194  -1.667
H  -1.083  -2.291  -1.194
H  -2.508  -1.779  -1.024
O  0.849  1.848  -1.777
H  -0.020  1.502  -2.044
H  0.807  2.804  -1.882
O  -1.028  2.820  0.827
H  -1.774  2.646  1.416
H  -0.261  2.514  1.329
O  -3.642  2.102  -0.596
H  -4.014  2.692  0.068
H  -2.681  2.172  -0.485

Force components x, y, z for each atom (eV/Å):
0.078 0.094 -0.162
-0.092 0.042 0.017
-0.073 -0.038 0.171
0.230 -0.612 -0.210
-0.030 0.112 -0.187
-0.032 -0.004 0.080
-0.043 -0.128 0.334
0.007 0.128 -0.091
-0.058 -0.063 -0.129
-0.107 -0.015 0.195
-0.008 0.084 -0.136
0.293 0.014 -0.201
0.040 0.109 -0.301
0.075 0.037 0.047
-0.144 -0.265 0.255
-0.234 0.231 0.230
0.269 -0.241 -0.340
-0.026 0.023 0.061
0.065 -0.030 -0.094
0.106 0.058 0.162
-0.187 -0.137 -0.025
0.056 0.146 0.079
-0.065 0.114 -0.058
0.041 -0.073 -0.023
-0.061 -0.136 -0.066
0.075 0.466 0.014
-0.072 -0.119 0.043
-0.238 -0.094 0.121
0.214 0.050 0.102
-0.060 -0.040 -0.176
0.151 0.065 0.279
-0.114 -0.062 -0.148
-0.057 0.285 0.160

Here is C24H47N3O2S in the gas phase from the OMol25 dataset. Energies are from ωB97M-V/def2-TZVPD.

Properties
Kohn-Sham gap = 8.484 eV
Lowest unoccupied orbital energy = 0.61 eV
E_HOMO = -7.871 eV
Structure (SMILES) = CC[C@H]1CC[C@@H](C(=O)N[C@H](CCSC)C(=O)NCCN(CC(C)C)CC(C)C)CC1
Energy above the lowest of the compared OMol25 structures with the same formula, charge and spin = 31.7 kJ/mol
E = -45053.46860 eV
Net charge = 0

Element x y z (Å)
C  6.731  5.135  2.078
C  6.569  3.679  2.500
C  5.130  3.176  2.361
C  4.661  3.194  0.896
C  3.621  2.106  0.607
C  2.707  1.923  1.822
C  1.505  1.059  1.489
O  0.359  1.469  1.567
N  1.791  -0.200  1.101
C  0.764  -1.170  0.763
C  1.266  -2.597  0.983
C  0.209  -3.500  1.603
S  -1.362  -3.553  0.681
C  -0.843  -4.419  -0.824
C  0.329  -0.946  -0.705
O  0.626  -1.715  -1.603
N  -0.361  0.185  -0.869
C  -0.886  0.613  -2.142
C  -2.414  0.844  -2.097
N  -3.234  -0.250  -1.636
C  -3.272  -0.427  -0.191
C  -4.687  -0.776  0.291
C  -4.648  -1.160  1.767
C  -5.631  0.397  0.051
C  -3.034  -1.510  -2.333
C  -3.469  -1.468  -3.802
C  -3.244  -2.838  -4.438
C  -4.932  -1.052  -3.914
C  3.512  1.355  3.004
C  4.987  1.761  2.924
H  7.753  5.465  2.246
H  6.502  5.264  1.023
H  6.066  5.773  2.655
H  6.876  3.579  3.544
H  7.232  3.049  1.901
H  4.485  3.836  2.951
H  5.518  3.043  0.235
H  4.235  4.171  0.666
H  4.123  1.164  0.376
H  3.029  2.385  -0.268
H  2.305  2.904  2.092
H  2.746  -0.460  0.916
H  -0.098  -0.956  1.406
H  2.131  -2.586  1.651
H  1.583  -3.000  0.018
H  0.577  -4.524  1.685
H  -0.070  -3.142  2.594
H  -0.339  -5.342  -0.551
H  -1.748  -4.638  -1.380
H  -0.195  -3.771  -1.409
H  -0.521  0.778  -0.060
H  -0.406  1.551  -2.445
H  -0.632  -0.159  -2.870
H  -2.728  1.111  -3.111
H  -2.620  1.703  -1.453
H  -2.582  -1.217  0.136
H  -2.973  0.504  0.294
H  -5.050  -1.634  -0.282
H  -5.645  -1.412  2.123
H  -3.998  -2.019  1.919
H  -4.270  -0.332  2.364
H  -6.654  0.129  0.305
H  -5.594  0.689  -0.996
H  -5.338  1.250  0.659
H  -1.989  -1.851  -2.274
H  -3.645  -2.257  -1.822
H  -2.853  -0.739  -4.340
H  -2.198  -3.128  -4.364
H  -3.846  -3.592  -3.935
H  -3.524  -2.821  -5.489
H  -5.570  -1.790  -3.433
H  -5.086  -0.096  -3.421
H  -5.229  -0.964  -4.956
H  3.438  0.265  3.027
H  3.078  1.726  3.934
H  5.429  1.709  3.921
H  5.542  1.069  2.288

Force components x, y, z for each atom (eV/Å):
0.091 -0.237 0.052
-0.294 0.227 0.061
0.437 -0.261 0.003
-0.113 -0.058 0.117
-0.122 0.214 0.001
-0.076 -0.065 -0.069
0.426 0.284 0.118
-0.419 0.186 0.127
0.136 -0.296 -0.130
-0.057 -0.197 -0.112
-0.076 0.029 -0.037
-0.292 -0.073 -0.373
0.121 -0.156 0.084
0.066 0.283 0.354
-0.018 -0.043 0.581
0.135 -0.170 -0.299
-0.313 0.418 -0.109
-0.301 -0.005 -0.232
0.313 0.010 -0.140
0.114 -0.015 0.116
-0.418 -0.322 0.095
0.155 0.296 0.170
-0.030 -0.071 -0.318
0.079 -0.311 -0.076
0.053 0.170 -0.286
-0.166 -0.204 0.186
0.107 0.313 0.054
0.320 0.127 -0.086
0.158 0.005 0.021
-0.175 0.239 0.116
0.067 0.115 -0.030
-0.019 0.087 -0.128
-0.069 0.120 0.042
0.051 -0.073 0.011
0.021 -0.105 0.017
-0.033 0.038 0.031
0.068 0.075 -0.034
0.025 0.033 -0.096
0.013 -0.059 -0.058
0.021 -0.098 -0.046
-0.057 -0.124 -0.049
-0.005 0.077 0.075
0.114 -0.023 -0.097
0.024 0.044 -0.011
0.045 0.022 0.106
0.037 0.027 0.126
0.030 -0.050 0.057
0.003 -0.139 -0.074
-0.071 -0.073 -0.077
0.030 -0.070 -0.105
0.129 -0.180 0.045
-0.026 -0.085 -0.091
0.022 0.122 0.024
0.045 0.143 0.009
-0.048 0.029 -0.074
0.003 0.181 0.010
0.040 0.041 0.057
0.024 -0.048 -0.042
-0.087 -0.027 0.114
0.070 -0.106 0.103
0.048 0.116 0.124
-0.144 0.035 0.029
-0.052 0.092 -0.116
0.034 0.146 0.109
0.021 -0.060 0.045
-0.012 -0.106 -0.004
0.033 0.015 0.014
0.120 -0.101 -0.021
-0.093 -0.124 0.057
-0.023 -0.063 -0.107
-0.128 -0.116 0.087
-0.114 0.106 0.043
-0.086 -0.010 -0.104
-0.053 0.016 0.043
-0.022 -0.053 0.035
0.080 -0.047 -0.017
0.080 -0.056 -0.019

Number 1: molecular weight 1220.72 g mol⁻¹. Number 2: molecular weight 197.59 g mol⁻¹. Number 3: molecular weight 198.17 g mol⁻¹. Number 4: molecular weight 441.73 g mol⁻¹.